# 1
Entry from the OMol25 dataset: C5H6O in the gas phase (ωB97M-V/def2-TZVPD).

The geometry in ORCA input format:
```
! wB97M-V def2-TZVPD RIJCOSX def2/J DEFGRID3
* xyz 0 1
C 0.0377 1.1256 -0.4095
C -1.1645 0.7669 0.4367
C -1.0964 -0.5352 0.1421
O 1.7855 -2.0639 0.2603
C 1.2689 -0.9768 0.3660
C 0.2358 -0.4147 -0.5778
H 0.8590 1.6957 0.0402
H -0.2441 1.6049 -1.3522
H -1.8332 1.3592 1.0526
H -1.6905 -1.4112 0.3737
H 1.4883 -0.3301 1.2407
H 0.3624 -0.8323 -1.5802
*
```

The HOMO-LUMO gap is 10.6 eV. As for the SMILES: O=C[C@H]1C=CC1.

These are the natural (NBO) partial charges, in e, on atoms 1 to 6: -0.42 -0.17 -0.17 -0.52 0.45 -0.35

=====

# 2
Entry from the OMol25 dataset: a molecular structure, C5H6O (ωB97M-V/def2-TZVPD).

The geometry in ORCA input format:
```
! wB97M-V def2-TZVPD RIJCOSX def2/J DEFGRID3
* xyz 0 1
C 0.3118 -2.6721 -1.0122
C 0.4165 -1.3701 -0.4251
C 0.4070 -0.0303 -1.1583
C -0.4643 -0.8771 0.7065
C -0.1189 0.5128 0.1808
O 0.4638 -3.7659 -1.3494
H 1.2539 0.5047 -1.3358
H -0.4107 -0.1361 -1.8202
H -1.5161 -0.9971 0.6644
H -0.1040 -1.0974 1.6902
H 0.7120 0.9069 0.6817
H -0.9635 1.3386 0.0516
*
```

The HOMO-LUMO gap is 9.1 eV.

These are the natural (NBO) partial charges, in e, on atoms 1 to 6: 0.74 -0.35 -0.40 -0.41 -0.36 -0.44

=====

# 3
Entry from the OMol25 dataset: C5H6O in the gas phase (ωB97M-V/def2-TZVPD).

The geometry in ORCA input format:
```
! wB97M-V def2-TZVPD RIJCOSX def2/J DEFGRID3
* xyz 0 1
C -0.9101 -0.2341 1.0270
C 0.1058 0.0430 -0.0476
C 1.3157 -0.5446 -0.1119
O 2.0161 -1.1200 0.8535
C -0.3384 0.8002 -1.1727
C -0.7424 1.4556 -2.1045
H -1.2962 0.7052 1.4306
H -1.7579 -0.7925 0.6205
H -0.5093 -0.8105 1.8641
H 1.2844 -0.9597 1.5723
H 1.9260 -0.5800 -1.0036
H -1.0938 2.0373 -2.9276
*
```

The HOMO-LUMO gap is 9.0 eV. As for the SMILES: C#C/C(C)=C/O.

These are the natural (NBO) partial charges, in e, on atoms 1 to 6: -0.62 -0.25 0.22 -0.63 -0.02 -0.24

=====

# 4
Entry from the OMol25 dataset: C5H6O in the gas phase (ωB97M-V/def2-TZVPD).

The geometry in ORCA input format:
```
! wB97M-V def2-TZVPD RIJCOSX def2/J DEFGRID3
* xyz 0 1
C -1.3468 0.8994 -0.1022
C -0.9801 -0.5236 -0.4455
O -1.8152 -1.3210 -0.8110
C 0.4769 -1.0017 -0.3818
C 1.3643 -0.3274 0.5655
C 2.1007 0.2285 1.3392
H -2.4367 0.9615 -0.0776
H -0.9676 1.5893 -0.8662
H -0.9220 1.2092 0.8572
H 0.8933 -0.9119 -1.3942
H 0.3988 -2.0775 -0.1882
H 2.7685 0.7170 2.0143
*
```

The HOMO-LUMO gap is 10.6 eV. As for the SMILES: C#CCC(C)=O.

These are the natural (NBO) partial charges, in e, on atoms 1 to 6: -0.73 0.61 -0.53 -0.59 -0.02 -0.23

=====

# 5
Entry from the OMol25 dataset: C5H6O in the gas phase (ωB97M-V/def2-TZVPD).

The geometry in ORCA input format:
```
! wB97M-V def2-TZVPD RIJCOSX def2/J DEFGRID3
* xyz 0 1
C 0.1416 -1.3385 0.8342
C -0.2353 -1.0245 -0.5917
C -0.3686 0.4443 -1.0363
C 0.1446 1.4773 -0.1223
C 0.5422 2.3211 0.6473
H 1.1663 -0.9677 1.0116
H 0.0664 -2.3970 0.9982
H -0.4924 -0.7205 1.4967
H 0.0807 0.5029 -2.0448
H -1.4437 0.5899 -1.1542
H 0.8961 3.0224 1.3721
O -0.4980 -1.9098 -1.4107
*
```

The HOMO-LUMO gap is 10.6 eV. As for the SMILES: C#CCC(C)=O.

These are the natural (NBO) partial charges, in e, on atoms 1 to 6: -0.72 0.61 -0.60 0.00 -0.25 0.24

=====

# 6
Entry from the OMol25 dataset: 2 unconnected molecules or ions with the total composition C5H6O (ωB97M-V/def2-TZVPD).

The geometry in ORCA input format:
```
! wB97M-V def2-TZVPD RIJCOSX def2/J DEFGRID3
* xyz 0 1
C -1.8309 -1.8293 0.6924
C -0.8755 -1.0478 0.5405
C 0.6616 0.8242 1.4093
C 0.2149 -0.1572 0.4503
C 0.4371 0.5850 -1.8533
O 1.4672 -0.2920 0.8458
H -2.6957 -2.4940 0.8697
H 0.8268 1.8619 1.0120
H 0.0946 0.7224 2.4101
H -0.3195 0.8192 -2.5779
H 0.9150 -0.3358 -2.1684
H 1.1043 1.3434 -1.6304
*
```

The HOMO-LUMO gap (alpha / beta) is 8.3 / 8.4 eV.

These are the natural (NBO) partial charges, in e, on atoms 1 to 6: -0.19 -0.10 -0.16 0.27 -0.61 -0.43

=====

# 7
Entry from the OMol25 dataset: C5H6O in the gas phase (ωB97M-V/def2-TZVPD).

The geometry in ORCA input format:
```
! wB97M-V def2-TZVPD RIJCOSX def2/J DEFGRID3
* xyz 0 1
O -1.5173 1.3884 -0.6677
C -1.8821 0.3817 0.0825
C -0.9551 -0.8013 -0.1216
C 0.2318 -0.5619 0.8473
C 1.2964 0.2372 0.2310
C 2.1610 0.8826 -0.3041
H -0.7373 1.2033 -1.2395
H -0.1406 -0.0408 1.7382
H -0.5778 -0.8970 -1.1536
H -1.4701 -1.7272 0.1468
H 0.6429 -1.5152 1.1925
H 2.9481 1.4502 -0.7519
*
```

The HOMO-LUMO gap is 9.4 eV.

These are the natural (NBO) partial charges, in e, on atoms 1 to 6: -0.63 0.30 -0.55 -0.49 0.00 -0.26

=====

# 8
Entry from the OMol25 dataset: C5H6O in the gas phase (ωB97M-V/def2-TZVPD).

The geometry in ORCA input format:
```
! wB97M-V def2-TZVPD RIJCOSX def2/J DEFGRID3
* xyz 0 1
C 2.1122 -1.1430 1.0922
C 1.1042 -0.3688 0.3694
C 0.2615 0.1318 -0.3344
C -0.8013 0.6493 -1.1898
O -0.6714 0.7021 -2.3947
C -2.0494 1.0960 -0.4616
H 1.7858 -1.3587 2.1137
H 2.2516 -2.0896 0.5739
H 3.0723 -0.6220 1.1379
H -2.3628 0.3358 0.2602
H -1.8166 2.0072 0.0995
H -2.8375 1.2941 -1.1881
*
```

The HOMO-LUMO gap is 10.7 eV. As for the SMILES: CC#CC(C)=O.

These are the natural (NBO) partial charges, in e, on atoms 1 to 6: -0.69 0.10 -0.16 0.53 -0.50 -0.70

=====

# 9
Entry from the OMol25 dataset: a molecular structure, C5H6O (ωB97M-V/def2-TZVPD).

The geometry in ORCA input format:
```
! wB97M-V def2-TZVPD RIJCOSX def2/J DEFGRID3
* xyz 0 1
C 0.5704 -0.2850 0.6811
C 1.3771 0.4244 -0.5115
C 0.2587 0.9216 -1.4514
C -0.5736 0.3205 -0.5854
C -1.8886 -0.0880 -0.2254
O -2.0603 -0.7766 0.7856
H 0.7008 0.2975 1.5986
H -0.6514 -0.6580 0.8995
H 0.9504 -1.3043 0.8240
H 2.0339 -0.2872 -1.0324
H 2.0207 1.2408 -0.1474
H -2.7380 0.1942 -0.8355
*
```

The HOMO-LUMO gap is 8.7 eV.

These are the natural (NBO) partial charges, in e, on atoms 1 to 6: -0.74 -0.42 -0.04 -0.20 0.37 -0.54

=====

# 10
Entry from the OMol25 dataset: C5H6O in the gas phase (ωB97M-V/def2-TZVPD).

The geometry in ORCA input format:
```
! wB97M-V def2-TZVPD RIJCOSX def2/J DEFGRID3
* xyz 0 1
C -1.2397 0.8943 0.1607
C -0.8119 -0.5525 0.0187
O -1.3182 -1.4486 0.6499
C 0.3844 -0.8099 -0.9065
C 1.4842 -0.3341 -0.0641
C 2.1354 0.1214 0.8413
H -2.2600 0.9865 -0.2223
H -0.5842 1.5789 -0.3837
H -1.2527 1.1751 1.2173
H 0.3122 -0.2423 -1.8422
H 0.4557 -1.8773 -1.1313
H 2.6949 0.5085 1.6621
*
```

The HOMO-LUMO gap is 10.5 eV. As for the SMILES: C#CCC(C)=O.

These are the natural (NBO) partial charges, in e, on atoms 1 to 6: -0.73 0.62 -0.53 -0.58 0.00 -0.24

=====

Energy above the lowest of the compared OMol25 structures with the same formula, charge and spin across the listed records, respectively: 1.628, 2.681, 2.501, 1.563, 1.613, 6.722, 4.143, 1.430, 6.011, 1.721 eV.
Max |F| across the listed records, respectively: 0.62, 5.12, 4.53, 0.50, 2.24, 4.76, 0.42, 0.53, 1.07, 0.65 eV/Å.